Computed, not measured: a structure of composition C25H45BrClPTc, with ωB97M-V/def2-TZVPD.

Structure (ORCA input):
```
! RIJCOSX wB97M-V def2-TZVPD def2/J DEFGRID3
* xyz 0 4
Tc -2.11817 0.24764 0.92396
Cl -2.01157 2.23445 2.26991
P 0.13313 -0.26972 0.30910
C -3.06254 -1.27453 0.95811
H -3.41782 -1.80085 0.01956
H -4.10658 -1.24787 1.39520
C 0.83949 -0.03036 -1.44596
C 0.56954 -2.05080 0.74216
C 0.28941 -1.06095 -2.43729
H 0.42561 0.96050 -1.70845
C 0.68039 -0.71625 -3.88550
H 0.70086 -2.05031 -2.18969
H -0.80451 -1.14438 -2.36007
C 2.18726 -0.49933 -4.06581
H 0.34092 -1.51944 -4.54889
H 0.14567 0.19281 -4.18971
C 2.78155 0.43177 -3.00332
H 2.70022 -1.46968 -4.02281
H 2.38324 -0.08785 -5.06285
C 2.37066 0.05311 -1.57482
H 3.87548 0.43458 -3.07762
H 2.45139 1.46011 -3.20300
H 2.81605 -0.91844 -1.31883
H 2.79590 0.78344 -0.87697
C 1.19184 0.88956 1.37723
C 1.95729 -2.61218 0.38610
H 0.46584 -2.02342 1.84233
C 2.14610 -3.94871 1.11241
H 2.02484 -2.77838 -0.69904
H 2.76835 -1.92370 0.65935
C 1.02853 -4.95398 0.80466
H 3.11795 -4.37882 0.84319
H 2.16852 -3.76135 2.19460
C -0.38167 -4.36058 0.91475
H 1.16962 -5.34154 -0.21292
H 1.11318 -5.81239 1.48079
C -0.49962 -3.00681 0.20442
H -1.11382 -5.05698 0.48956
H -0.64470 -4.21406 1.97116
H -0.35111 -3.14444 -0.87674
H -1.50445 -2.58985 0.33687
C 1.27160 2.29574 0.74863
H 0.57181 0.96811 2.28061
C 1.80778 3.31284 1.76347
H 1.92270 2.27547 -0.13772
H 0.27195 2.60460 0.41525
C 3.14137 2.88457 2.38391
H 1.91911 4.28737 1.27306
H 1.05367 3.43443 2.55217
C 3.14931 1.43338 2.87599
H 3.94046 3.01988 1.64424
H 3.37692 3.54978 3.22132
C 2.59150 0.43061 1.85270
H 4.16844 1.13971 3.15412
H 2.53715 1.36435 3.78540
H 3.28446 0.35057 1.00037
H 2.52646 -0.56408 2.31516
C -2.87270 1.35319 -1.02741
C -3.90661 0.80742 -0.34288
H -2.31984 0.69286 -1.69738
C -4.90826 1.52016 0.59209
H -4.45716 -0.23149 -0.81268
C -5.06918 2.98320 0.16528
H -5.88026 0.96681 0.59350
H -4.53904 1.38924 1.62793
C -3.71745 3.60928 -0.17945
H -5.70114 2.96245 -0.72640
H -5.61631 3.54586 0.92891
C -2.78382 2.84560 -1.12973
H -3.90342 4.57547 -0.64281
H -3.19539 3.78061 0.75672
H -3.09233 2.98560 -2.17613
H -1.73809 3.17262 -1.04835
Br -1.45591 -1.38623 3.51498
*
```

Energy relative to the best compared isomer or geometry (same formula, charge and spin) in kJ/mol: 129.87
HOMO (spin up / spin down) in hartree: -0.263 / -0.287
Orbital gap (spin up / spin down) in eV: 6.35 / 6.14


Computed, not measured: a structure of composition C25H45BrGeN4O5SSi3Ta, with ωB97M-V/def2-TZVPD.

Structure (ORCA input):
```
! RIJCOSX wB97M-V def2-TZVPD def2/J DEFGRID3
* xyz 4 2
Ta 0.45710 -2.06206 0.84152
O 4.28798 -2.69149 5.70655
C 3.49475 -2.54819 4.64173
C 3.24368 -3.54530 3.65303
C 2.84291 -3.04361 2.42010
N 2.02431 -1.93869 2.27748
C 2.04195 -1.13481 3.39609
Br 0.67137 0.05608 3.71723
C 2.81047 -1.33634 4.52351
H 4.87342 -3.49803 5.61813
H 3.55315 -4.59565 3.78389
H 3.07947 -3.49741 1.45231
H 2.84704 -0.58188 5.30408
C -5.58817 -1.12893 -0.23376
C -4.90069 -1.85810 -1.41783
C -3.70800 -0.98974 -1.78988
N -2.66025 -0.93002 -0.76639
C -2.45573 0.04191 0.12501
S -0.97481 -0.16440 1.12979
N -3.26160 1.14452 0.46362
C -3.82973 2.03650 -0.52064
O -3.30060 2.06664 -1.64050
C -4.91726 2.93407 -0.16925
C -5.58320 3.06385 1.06085
C -6.74885 3.82646 1.16876
C -7.27187 4.46291 0.02806
C -6.60683 4.40342 -1.17099
C -5.43686 3.69098 -1.26074
H -6.50546 -1.63102 0.08533
H -5.86173 -0.06609 -0.51980
H -5.00484 -0.97323 0.70013
H -5.64568 -1.88790 -2.22896
H -4.56449 -2.88517 -1.16785
H -4.02351 0.06344 -1.96834
H -3.19635 -1.36959 -2.72093
H -2.03474 -1.72577 -0.69969
H -3.15857 1.48786 1.42210
H -5.27806 2.48283 1.92609
H -7.14552 3.90530 2.16349
H -8.19854 5.01669 0.09231
H -6.99835 4.96569 -2.05698
H -4.87433 3.62313 -2.20149
C 2.96522 -1.51583 -2.92869
Si 1.79254 -2.72580 -2.16574
C 2.93608 -3.71044 -1.03729
C 1.38992 -3.91653 -3.49673
Ge 2.21359 0.69846 0.10545
Si 4.68297 1.53929 0.99994
C 5.39199 0.03625 1.80495
C 4.00635 2.72635 2.30650
C 5.94031 2.35720 -0.10043
Si 0.96624 2.27592 -1.69586
C 0.05079 1.10009 -2.74615
C -0.02243 3.19905 -0.47409
C 1.93208 3.38931 -2.85470
H 3.66008 -2.15267 -3.51321
H 3.44337 -0.94172 -2.09358
H 2.61166 -0.71522 -3.57851
H 3.78722 -4.12772 -1.64676
H 2.39368 -4.47796 -0.42054
H 3.54753 -3.08015 -0.34756
H 2.12963 -3.73676 -4.29752
H 0.41567 -3.72694 -4.04418
H 1.41923 -4.98114 -3.25143
H 5.04360 -0.14688 2.81261
H 6.52147 0.02054 1.77345
H 5.09909 -0.83681 1.17131
H 3.26547 2.27963 2.98319
H 3.52970 3.61492 1.89253
H 4.82104 3.06079 3.00789
H 6.38182 1.69204 -0.87177
H 6.75717 2.83856 0.50759
H 5.51081 3.17040 -0.63365
H -0.22637 0.18871 -2.22686
H 0.71638 0.82640 -3.57213
H -0.89141 1.55928 -3.10359
H -0.58642 2.58210 0.28589
H -0.83365 3.73312 -1.00319
H 0.54574 3.89554 0.14754
H 2.72933 2.78928 -3.34773
H 2.39825 4.28494 -2.42714
H 1.26316 3.67077 -3.70839
O -3.31015 -6.76439 3.38801
N -2.43938 -7.40747 2.89508
O -0.89382 -3.12461 1.52318
O 0.45146 -2.62870 -1.18491
*
```

Energy relative to the best compared isomer or geometry (same formula, charge and spin) in kJ/mol: 0.00
HOMO in hartree: -0.624
Orbital gap in eV: 1.05


Computed, not measured: a structure of composition C25H45F3P2Ru, with ωB97M-V/def2-TZVPD.

Structure (ORCA input):
```
! RIJCOSX wB97M-V def2-TZVPD def2/J DEFGRID3
* xyz 1 6
Ru -0.13374 -0.99811 -0.83430
C -2.22932 1.60744 -0.47960
C -3.03830 0.80620 -1.34576
C -2.20230 -0.66044 0.24122
C -1.87739 0.76612 0.57577
C -3.10671 -0.52855 -0.91644
C -2.01623 3.07908 -0.56640
H -1.80372 3.49389 -1.55911
H -1.20705 3.43652 0.07060
H -2.90619 3.61137 -0.21274
C -1.32116 1.22783 1.86369
H -0.50652 1.98834 1.78076
H -0.92405 0.40705 2.47680
H -2.17704 1.68547 2.40186
C -2.31891 -1.71710 1.27979
H -3.26020 -1.85343 1.83531
H -1.52347 -1.53343 2.00122
H -2.05877 -2.66866 0.83430
C -3.92816 -1.63677 -1.47987
H -4.98574 -1.34710 -1.50984
H -3.87840 -2.48935 -0.79471
H -3.67758 -2.05752 -2.47131
C -3.97553 1.40434 -2.32412
H -4.88046 1.73648 -1.79896
H -4.29897 0.66215 -3.06842
H -3.56108 2.25360 -2.89083
C 1.71922 0.22210 -1.53010
C 0.48998 0.92161 -1.48657
C -0.12586 1.39795 -2.80447
C -0.70771 0.22603 -3.58573
C -0.47419 -1.16252 -2.94858
C 0.76905 -1.76118 -3.15399
C 1.95275 -1.04985 -3.72139
C 2.54134 0.00203 -2.77450
H 0.46149 2.08770 -3.46031
H -0.27230 0.31305 -4.58558
H -0.88768 2.13439 -2.55005
H 2.70009 0.95114 -3.29300
H 2.30552 0.15829 -0.60793
H 0.37053 1.71735 -0.69514
H 3.58297 -0.26736 -2.56246
H 2.73126 -1.76225 -4.00502
H 0.81060 -2.86376 -3.11509
H 1.79648 -0.56368 -4.69281
H -1.77357 0.38302 -3.76918
H -1.34580 -1.81723 -2.80444
P 2.16379 2.95419 0.23381
C 1.94615 3.69328 1.84373
H 2.74226 4.43078 1.70532
H 2.10505 2.99498 2.67216
H 0.93962 4.11717 1.89918
C 3.78361 2.12299 0.33257
H 4.40694 3.02723 0.24395
H 3.95808 1.40283 -0.48439
H 3.92017 1.60374 1.29710
C 2.23751 4.18736 -1.06105
H 2.71052 3.76632 -1.95904
H 2.86410 4.93549 -0.56102
H 1.23085 4.53350 -1.33581
P 0.92084 -3.29579 -0.62419
C -0.61789 -4.22015 -1.02887
H -0.45225 -4.90978 -1.87261
H -1.47117 -3.53214 -1.19669
H -0.92001 -4.78360 -0.12904
C 2.45310 -3.77998 -1.57773
H 2.23284 -3.92282 -2.64389
H 2.87317 -4.71130 -1.16962
H 3.20642 -2.98028 -1.44709
C 1.36441 -4.18978 0.93030
H 1.87041 -5.12430 0.61366
H 0.45792 -4.43073 1.50251
H 2.04897 -3.58454 1.53865
F 1.05104 -1.63039 2.13629
C 1.32474 -0.77812 1.10294
F 1.54262 0.43409 1.73314
F 2.64581 -1.14248 0.72543
*
```

HOMO (spin up / spin down) in hartree: -0.300 / -0.357
Orbital gap (spin up / spin down) in eV: 6.14 / 4.49


Computed, not measured: a structure of composition C25H45InNP2S, with ωB97M-V/def2-TZVPD.

Structure (ORCA input):
```
! RIJCOSX wB97M-V def2-TZVPD def2/J DEFGRID3
* xyz 1 1
In -0.16019 0.40701 -0.33574
C -0.60196 -2.32646 0.09925
C 0.39842 -2.25423 -0.94665
C 1.44045 -1.70311 1.05799
C 0.09130 -2.12084 1.34637
C 1.65722 -1.85472 -0.35673
C -1.95128 -2.92357 -0.02752
H -2.42543 -2.74590 -0.98968
H -2.66106 -2.61367 0.73734
H -1.83379 -4.00203 0.07336
C -0.50214 -2.43083 2.66988
H -1.58495 -2.59968 2.62811
H -0.50598 -1.72444 3.38478
H 0.14645 -3.17272 3.15301
C 2.51697 -1.27638 1.99463
H 3.09725 -2.17014 2.21559
H 2.13625 -0.92205 2.94204
H 3.20136 -0.48895 1.64017
C 3.01610 -1.93702 -0.95127
H 3.30470 -2.97338 -0.75423
H 3.73245 -1.29790 -0.42985
H 3.07899 -1.73604 -2.02364
C 0.22677 -3.07987 -2.16490
H 0.26503 -4.11766 -1.78645
H 1.01638 -2.90120 -2.89804
H -0.74501 -2.92863 -2.65189
C -1.20033 1.27890 -3.33906
C -1.52357 -0.00165 -3.50395
C -1.53528 -0.64521 -4.87756
C -0.11721 -0.90986 -5.50441
C 1.09825 -0.44538 -4.70303
C 1.38748 0.85103 -4.58438
C 0.50063 1.92930 -5.20930
C -0.88144 2.19027 -4.51424
H -2.11317 -0.02808 -5.59220
H -0.10380 -0.38137 -6.47228
H -2.06278 -1.60769 -4.81111
H -1.67213 2.11905 -5.28818
H -1.04612 1.74315 -2.35170
H -1.69906 -0.69164 -2.67496
H -0.88499 3.23181 -4.15737
H 1.07007 2.87292 -5.22244
H 2.27978 1.21269 -4.07799
H 0.28961 1.65454 -6.25849
H -0.01936 -1.98781 -5.71238
H 1.70575 -1.22876 -4.27097
P -2.48398 0.78511 0.72471
C -2.95744 0.02036 2.30833
H -3.88411 0.55842 2.51747
H -2.21450 0.21990 3.08242
H -3.10233 -1.05678 2.17244
C -2.64779 2.58750 0.97097
H -3.64150 2.63249 1.41826
H -2.58934 3.08516 -0.00693
H -1.86103 2.92420 1.65983
C -3.89235 0.28511 -0.33688
H -3.84033 0.85504 -1.27568
H -4.72463 0.56900 0.31207
H -3.84599 -0.80279 -0.50732
P 1.75810 2.05733 -0.22039
C 3.40651 1.46537 -0.73116
H 3.83327 2.39963 -1.09839
H 3.39271 0.66933 -1.48887
H 3.90275 1.14600 0.19317
C 1.14704 3.62064 -0.94917
H 1.27330 3.57996 -2.03675
H 1.78662 4.33669 -0.43162
H 0.09697 3.77391 -0.65693
C 2.26488 2.67621 1.43529
H 3.08731 3.31715 1.08841
H 2.60142 1.82516 2.05169
H 1.41670 3.22994 1.86869
S 0.22797 0.17817 5.01979
C 0.15295 0.38061 3.39295
N 0.01932 0.66272 2.23947
*
```

HOMO (spin up / spin down) in hartree: -0.354 / -0.354
Orbital gap (spin up / spin down) in eV: 5.54 / 5.54


Computed, not measured: a structure of composition C25H45NP2SSc, with ωB97M-V/def2-TZVPD.

Structure (ORCA input):
```
! RIJCOSX wB97M-V def2-TZVPD def2/J DEFGRID3
* xyz 1 1
Sc -0.02965 0.02030 -0.26201
C -1.65211 1.59029 0.08487
C -2.04624 0.64248 -0.96488
C -1.93710 -0.62115 1.06517
C -1.63097 0.83770 1.39774
C -2.17839 -0.73571 -0.36149
C -1.72186 3.07957 -0.02304
H -1.39437 3.46576 -1.01326
H -1.11725 3.63133 0.72735
H -2.77004 3.45313 0.10970
C -1.72799 1.49401 2.70682
H -1.43965 2.52240 2.74710
H -0.91124 0.97727 3.46222
H -2.63767 1.27832 3.22095
C -2.14105 -1.66381 2.11365
H -3.22038 -1.75152 2.34582
H -1.63288 -1.45678 3.06208
H -1.80236 -2.67113 1.79340
C -3.06039 -1.84668 -0.83274
H -4.12317 -1.60972 -0.59716
H -2.87354 -2.81055 -0.31125
H -3.06973 -2.10320 -1.91843
C -2.85551 1.14515 -2.06484
H -3.80846 1.56456 -1.66213
H -3.18917 0.39739 -2.80497
H -2.40611 2.00140 -2.62197
C 1.54796 0.40653 -3.43529
C 0.54166 1.26600 -3.58729
C -0.04569 1.61684 -4.91287
C -0.91598 0.46716 -5.46520
C -0.95843 -0.73767 -4.58212
C 0.08059 -1.59369 -4.49671
C 1.36512 -1.37528 -5.21142
C 2.23230 -0.26682 -4.58086
H 0.75918 1.85588 -5.62795
H -0.49961 0.17509 -6.44650
H -0.63516 2.55861 -4.83600
H 2.50839 0.47392 -5.34717
H 1.95766 0.04365 -2.46780
H -0.00260 1.78219 -2.75979
H 3.20218 -0.68958 -4.23965
H 1.92153 -2.32836 -5.31058
H -0.07090 -2.61257 -4.08671
H 1.16394 -1.10195 -6.26151
H -1.92914 0.81690 -5.74324
H -1.95528 -1.07797 -4.21007
P 1.71529 1.76007 0.58575
C 1.39103 2.58057 2.17715
H 2.26710 3.20861 2.40672
H 1.24523 1.91975 3.04694
H 0.52525 3.26665 2.13131
C 3.42558 1.23445 0.84476
H 3.98947 2.09286 1.26378
H 3.92994 0.94904 -0.09867
H 3.53448 0.39174 1.54842
C 1.95758 3.26064 -0.37612
H 2.45528 3.07736 -1.33992
H 2.61773 3.93737 0.20175
H 1.02097 3.81503 -0.57563
P 0.97138 -2.28483 -0.24710
C -0.19170 -3.63611 -0.63189
H 0.40719 -4.48184 -1.01498
H -0.99280 -3.43473 -1.34874
H -0.71844 -4.00774 0.27928
C 2.61308 -2.61171 -0.91766
H 2.60538 -2.80672 -2.00110
H 3.03517 -3.53353 -0.46646
H 3.35299 -1.80704 -0.71586
C 1.38014 -3.15412 1.30491
H 1.60380 -4.21915 1.05552
H 0.56449 -3.17213 2.03412
H 2.28011 -2.76341 1.78503
S 0.08491 -0.05368 2.19366
C 0.01033 -0.00887 3.82290
N 0.02883 -0.02873 5.07769
*
```

Energy relative to the best compared isomer or geometry (same formula, charge and spin) in kJ/mol: 977.69
HOMO in hartree: -0.346
Orbital gap in eV: 6.05


Computed, not measured: a structure of composition C25H45NP2SY, with ωB97M-V/def2-TZVPD.

Structure (ORCA input):
```
! RIJCOSX wB97M-V def2-TZVPD def2/J DEFGRID3
* xyz 1 1
Y -0.32053 -0.42853 -1.55244
C -2.24032 1.70222 0.06901
C -2.63406 0.78994 -0.96185
C -2.37441 -0.39001 1.01208
C -2.14956 0.98318 1.27959
C -2.71490 -0.52061 -0.36341
C -2.07267 3.16788 -0.10212
H -1.82668 3.41096 -1.14498
H -1.25772 3.54868 0.53229
H -2.98961 3.72398 0.15987
C -1.93144 1.56059 2.62651
H -1.63032 2.61010 2.54240
H -1.15213 1.00582 3.16939
H -2.85630 1.52329 3.22401
C -2.40072 -1.48852 2.00785
H -3.43177 -1.71929 2.32840
H -1.82166 -1.22183 2.90340
H -1.97416 -2.41479 1.58932
C -3.13372 -1.77602 -1.05306
H -4.21200 -1.72908 -1.27708
H -2.94621 -2.65480 -0.41932
H -2.61968 -1.96057 -2.02137
C -3.24702 1.20911 -2.25197
H -4.26802 1.60883 -2.09275
H -3.33574 0.37454 -2.95995
H -2.65988 2.00599 -2.73256
C 1.65284 0.52246 -2.54829
C 0.59020 1.38017 -2.76296
C -0.01522 1.59146 -4.13333
C -0.91635 0.44141 -4.69670
C -1.01632 -0.83250 -3.86779
C 0.07682 -1.65623 -3.61853
C 1.41889 -1.40754 -4.29961
C 2.31265 -0.32139 -3.62924
H 0.77309 1.79947 -4.87900
H -0.56910 0.20977 -5.72348
H -0.62543 2.50893 -4.08753
H 2.72412 0.32726 -4.42713
H 2.24426 0.62678 -1.62279
H 0.35192 2.15941 -2.01065
H 3.20552 -0.80557 -3.18733
H 1.99092 -2.35081 -4.33406
H -0.10340 -2.70295 -3.33494
H 1.27929 -1.12358 -5.35927
H -1.94239 0.83620 -4.81640
H -2.03025 -1.25896 -3.81240
P 1.95921 2.49898 0.38114
C 1.53435 3.16182 2.03356
H 2.29339 3.88563 2.35840
H 1.46620 2.33234 2.75307
H 0.55122 3.64592 1.97950
C 3.59361 1.74275 0.75192
H 4.27096 2.49804 1.17121
H 4.02302 1.33213 -0.17049
H 3.46046 0.91681 1.46272
C 2.47086 3.98812 -0.54450
H 2.85646 3.67662 -1.52528
H 3.23986 4.54548 0.00531
H 1.58813 4.61990 -0.71386
P 0.87357 -3.15064 -0.53055
C -0.09015 -4.60721 -1.08293
H 0.54930 -5.45852 -1.35025
H -0.69057 -4.32486 -1.95877
H -0.78566 -4.90735 -0.28679
C 2.51303 -3.32806 -1.34761
H 2.44212 -3.11756 -2.42010
H 2.92820 -4.33230 -1.19637
H 3.19819 -2.59317 -0.90525
C 1.34945 -3.64135 1.17185
H 1.83832 -4.62884 1.20282
H 0.46032 -3.66184 1.81500
H 2.03409 -2.88777 1.58528
S 1.15020 -0.36153 3.17309
C 0.92855 -0.35345 1.60418
N 0.79265 -0.35542 0.40967
*
```

Energy relative to the best compared isomer or geometry (same formula, charge and spin) in kJ/mol: 0.00
HOMO in hartree: -0.351
Orbital gap in eV: 4.58


Number 1: maximum force 0.11892 Eh/bohr, E_tot -4435.84458 Eh. Number 2: maximum force 0.27996 Eh/bohr, E_tot -7547.92097 Eh. Number 3: maximum force 0.06548 Eh/bohr, E_tot -2056.26376 Eh. Number 4: maximum force 0.07232 Eh/bohr, E_tot -2305.01962 Eh. Number 5: maximum force 0.16651 Eh/bohr, E_tot -2875.46282 Eh. Number 6: maximum force 0.17056 Eh/bohr, E_tot -2153.29440 Eh.